# 1
A molecular structure, C33H24IrN12O2S2, computed with ωB97M-V/def2-TZVPD.

```
! wB97M-V def2-TZVPD RIJCOSX def2/J DEFGRID3
* xyz 1 1
Ir 0.078 2.126 0.957
N 0.529 4.189 -1.789
C -0.705 4.095 -1.274
N -1.042 3.409 -0.206
C -2.368 3.565 0.127
C -3.054 4.372 -0.684
S -2.035 4.981 -1.929
C -2.805 2.815 1.277
C -4.003 2.794 1.856
S -4.036 1.699 3.179
C -2.386 1.263 2.876
N -1.875 1.955 1.872
N -1.754 0.326 3.582
H 1.200 3.482 -1.541
H 0.658 4.638 -2.679
H -4.099 4.632 -0.633
H -4.862 3.394 1.603
H -2.264 -0.163 4.298
H -1.045 -0.196 3.067
O -0.780 -1.142 1.422
C -0.756 -0.775 0.254
N -0.969 -1.578 -0.811
C -1.007 -0.859 -2.064
C -0.596 0.542 -1.562
O -0.397 1.515 -2.258
N -0.472 0.512 -0.197
C 0.024 -1.382 -3.071
C 0.371 -0.638 -4.197
C 1.297 -1.126 -5.105
C 1.898 -2.361 -4.902
C 1.565 -3.102 -3.781
C 0.637 -2.615 -2.870
C -2.420 -0.805 -2.667
C -3.385 -1.734 -2.287
C -4.646 -1.722 -2.867
C -4.960 -0.784 -3.838
C -4.012 0.160 -4.203
C -2.756 0.158 -3.615
H -1.241 -2.538 -0.699
H -0.066 0.335 -4.362
H 1.550 -0.535 -5.976
H 2.622 -2.740 -5.612
H 2.025 -4.067 -3.613
H 0.394 -3.217 -2.004
H -3.173 -2.486 -1.539
H -5.381 -2.454 -2.559
H -5.937 -0.788 -4.302
H -4.248 0.904 -4.953
H -2.042 0.922 -3.888
N 0.861 3.646 1.898
C 1.357 4.372 2.695
N 1.742 5.156 3.551
C 2.765 5.784 4.074
N 3.623 6.354 4.596
N 5.801 -6.724 2.769
C 5.193 -5.750 2.785
C 4.444 -4.521 2.799
C 3.944 -3.995 1.612
C 3.262 -2.794 1.617
C 3.073 -2.105 2.808
C 3.559 -2.634 3.994
C 4.237 -3.839 3.994
N 2.367 -0.862 2.814
C 1.943 -0.161 3.931
C 1.267 0.919 3.478
N 1.274 0.894 2.097
C 1.941 -0.181 1.739
H 4.093 -4.533 0.686
H 2.889 -2.402 0.681
H 3.439 -2.109 4.931
H 4.613 -4.250 4.920
H 2.131 -0.474 4.941
H 0.783 1.699 4.038
H 2.130 -0.469 0.720
*
```

Values from the calculation:
**Lowest unoccupied orbital energy**: -4.83 eV
**Total energy**: -2980.0976 hartree
**Orbital gap**: 6.2905 eV
**E_HOMO**: -11.12 eV


# 2
2 unconnected molecules or ions with the total composition C4H6FNO, computed with ωB97M-V/def2-TZVPD.

```
! wB97M-V def2-TZVPD RIJCOSX def2/J DEFGRID3
* xyz 0 1
C -2.017 -1.899 0.381
N -1.449 -1.373 -0.827
C -0.487 -0.876 -1.323
O 0.276 -0.349 -1.976
H -2.674 -2.688 0.058
H -1.176 -2.171 1.019
H -2.600 -1.126 0.831
C 2.179 1.551 -0.261
C 1.366 1.871 0.731
F 0.039 1.614 0.829
H 1.639 1.159 -1.121
H 3.135 1.966 -0.002
H 1.771 2.323 1.660
*
```

Values from the calculation:
**Lowest unoccupied orbital energy**: 0.78 eV
**Total energy**: -385.8184 hartree
**Orbital gap**: 10.8002 eV
**E_HOMO**: -10.02 eV
**SMILES**: CN=C=O.C=CF


# 3
2 unconnected molecules or ions with the total composition H4OS, computed with ωB97M-V/def2-TZVPD.

```
! wB97M-V def2-TZVPD RIJCOSX def2/J DEFGRID3
* xyz 0 1
O 0.777 0.940 0.765
H -0.003 0.368 0.946
H 0.704 1.164 -0.190
S -0.694 -1.300 -0.161
H -0.943 -0.890 -1.418
H 0.160 -0.283 0.058
*
```

Values from the calculation:
**Lowest unoccupied orbital energy**: 0.68 eV
**Total energy**: -475.7599 hartree
**Orbital gap**: 10.6081 eV
**E_HOMO**: -9.93 eV
**SMILES**: O.S


# 4
8 unconnected molecules or ions with the total composition C17H42N8O15SSi, computed with ωB97M-V/def2-TZVPD.

```
! wB97M-V def2-TZVPD RIJCOSX def2/J DEFGRID3
* xyz 0 1
C -0.115 -3.357 -0.472
C -1.118 -2.970 -1.744
C -1.699 -1.433 -1.627
C -2.275 -1.039 -0.137
C -1.112 -0.380 0.862
Si -3.766 0.223 -0.189
C -3.336 1.830 -1.159
C -5.265 -0.656 -1.104
C -6.454 -0.991 -0.013
C -7.881 -1.421 -0.771
S -7.873 -3.232 -1.340
O -4.303 0.472 1.466
C -3.882 1.827 1.913
N -3.350 2.779 2.646
H 0.310 -4.452 -0.537
H -0.721 -3.267 0.541
H 0.825 -2.635 -0.499
H -2.029 -3.704 -1.676
H -0.486 -3.166 -2.732
H -0.833 -0.707 -1.937
H -2.570 -1.284 -2.406
H -2.625 -2.048 0.363
H -1.292 0.779 1.035
H -0.027 -0.634 0.484
H -1.304 -0.883 1.927
H -3.842 1.752 -2.237
H -3.756 2.824 -0.690
H -2.171 1.951 -1.388
H -4.860 -1.638 -1.627
H -5.717 0.098 -1.882
H -6.040 -1.892 0.650
H -6.742 -0.080 0.680
H -8.775 -1.289 -0.004
H -8.039 -0.692 -1.692
H -7.810 -3.268 -2.764
C 0.199 4.633 -0.969
N 0.483 3.305 -1.577
O -0.432 2.765 -2.210
O 1.616 2.842 -1.401
H -0.830 4.916 -1.203
H 0.338 4.538 0.110
H 0.903 5.349 -1.398
C 4.762 5.446 -1.001
N 3.541 6.137 -0.507
O 3.455 6.332 0.711
O 2.703 6.464 -1.355
H 5.408 5.218 -0.151
H 4.443 4.529 -1.500
H 5.264 6.122 -1.697
C -5.302 1.106 5.520
N -5.468 -0.323 5.901
O -5.533 -0.583 7.108
O -5.527 -1.143 4.977
H -5.265 1.712 6.428
H -4.368 1.192 4.961
H -6.160 1.385 4.905
C 2.062 -7.513 -1.692
N 0.841 -6.822 -1.198
O 0.755 -6.627 0.020
O 0.003 -6.495 -2.046
H 2.708 -7.741 -0.842
H 1.743 -8.430 -2.191
H 2.564 -6.837 -2.388
C 8.205 3.658 2.339
N 7.344 3.960 1.164
O 7.899 4.414 0.156
O 6.134 3.734 1.286
H 9.240 3.905 2.091
H 7.852 4.270 3.172
H 8.103 2.593 2.557
C 3.487 -11.971 -0.957
N 3.122 -10.852 -1.868
O 3.935 -10.554 -2.751
O 2.031 -10.306 -1.671
H 4.467 -12.356 -1.245
H 3.511 -11.573 0.059
H 2.723 -12.744 -1.063
C 5.078 9.758 0.195
N 5.867 8.658 -0.422
O 5.489 8.239 -1.523
O 6.843 8.247 0.215
H 4.253 10.019 -0.471
H 4.700 9.395 1.153
H 5.748 10.610 0.330
*
```

Values from the calculation:
**Lowest unoccupied orbital energy**: -0.50 eV
**Total energy**: -2926.3935 hartree
**Orbital gap**: 8.3084 eV
**E_HOMO**: -8.81 eV
**SMILES**: CCC[C@@H](C)[Si@@](C)(CCCS)OC#N.C[N+](=O)[O-].C[N+](=O)[O-].C[N+](=O)[O-].C[N+](=O)[O-].C[N+](=O)[O-].C[N+](=O)[O-].C[N+](=O)[O-]